[1]
# C2H4ORu

C2H4ORu as an isolated structure (wB97M-V/def2-TZVPD, OMol25).

## Properties
2S+1: 6
total charge: +1
Kohn-Sham gap (alpha / beta): 7.4 / 6.4 eV
energy above the lowest of the compared OMol25 structures with the same formula, charge and spin: 54.45 kcal/mol

The geometry in XYZ format:
```
8
Properties=species:S:1:pos:R:3:forces:R:3:mulliken_spin:R:1
H 1.3587 -0.4537 -0.1579 -1.43 -2.24 3.66 0.0348
Ru 0.5924 1.6085 -1.1121 -0.22 -0.36 0.54 4.4489
C -0.0715 0.7770 1.5997 0.30 1.59 -0.66 0.2677
H 0.6840 1.5650 1.6750 -0.37 -0.06 -0.16 0.0146
H -1.1305 0.9888 1.7680 0.51 0.20 0.70 -0.0166
C 0.3314 -0.5318 1.7026 -0.84 -1.64 -2.06 0.1297
O 1.0166 -1.1779 0.7924 1.67 2.60 -1.72 0.0829
H -0.1786 -1.1947 2.4193 0.39 -0.09 -0.30 0.0380
```
Forces are in eV/Å.

[2]
# C4H16AgO8P

C4H16AgO8P as an isolated structure (wB97M-V/def2-TZVPD, OMol25).

## Properties
2S+1: 3
total charge: -2
Kohn-Sham gap (alpha / beta): 2.8 / 5.7 eV

The geometry in XYZ format:
```
30
Properties=species:S:1:pos:R:3:forces:R:3:mulliken_spin:R:1
Ag 0.1258 0.0235 0.4941 0.84 -0.23 0.12 2.1912
P 0.7573 0.5656 3.1082 2.73 -0.74 1.84 -0.0794
O 0.2900 -0.2591 4.2611 -2.71 0.14 1.78 0.0734
O 1.2739 -0.6029 2.2199 0.21 -2.35 -3.41 0.5524
O 2.0932 1.1748 3.4727 0.26 2.60 -0.12 0.0555
O -0.1960 1.3200 2.1535 -0.49 1.00 0.96 0.1457
C 2.7200 1.4680 -1.1413 -1.11 -0.79 -1.41 0.1797
O 1.7261 1.5362 -0.1774 0.42 1.68 0.53 0.0434
H 3.5240 2.2021 -1.0896 0.22 -0.27 0.36 -0.1304
H 2.9751 0.4121 -1.2311 1.18 0.03 0.13 0.1578
H 2.1734 1.6325 -2.0699 0.20 0.32 -0.44 0.0735
H 2.0895 1.8290 0.6615 -0.06 -0.21 0.72 -0.0256
C -2.8337 -1.5873 0.3469 0.19 1.29 0.03 0.7036
O -1.6894 -1.0932 1.0802 -1.99 -1.59 -0.89 -0.3456
H -3.6993 -1.0334 0.7104 -0.54 -0.77 0.54 -0.0355
H -2.8595 -1.2311 -0.6830 1.00 0.09 -0.16 -0.1035
H -2.8976 -2.6732 0.2762 -0.22 -0.05 0.51 0.0003
H -1.7695 -1.3830 1.9918 0.25 0.17 0.37 -0.0031
C -1.2218 2.3894 -1.2264 -0.17 1.14 0.53 0.4394
O -1.0967 0.9916 -1.1289 -0.36 1.02 -0.28 -1.6325
H -0.8717 2.8000 -2.1735 0.02 -0.19 -0.21 -0.4033
H -2.2294 2.7593 -1.0366 -0.56 -0.37 -0.40 0.1184
H -0.6957 2.9254 -0.4364 0.63 -0.71 0.12 0.1195
H -1.4364 0.6077 -1.9406 -0.10 -0.53 -0.58 0.7959
C 0.4021 -2.7429 -0.9015 0.58 -0.63 -0.77 0.6348
O 0.8682 -1.4452 -1.0778 0.25 1.23 0.28 -1.5801
H 1.3107 -3.3445 -0.8791 -0.29 -0.86 0.05 0.0824
H -0.1517 -2.8853 0.0265 0.00 0.41 -0.16 0.1109
H -0.1803 -2.9034 -1.8088 -0.49 -1.04 0.22 -0.5344
H 1.4994 -1.4530 -1.8011 0.11 0.22 -0.27 0.3954
```
Forces are in eV/Å.

[3]
# CAg3O3

CAg3O3 as an isolated structure (wB97M-V/def2-TZVPD, OMol25).

## Properties
total charge: +1
Kohn-Sham gap: 5.8 eV
energy above the lowest of the compared OMol25 structures with the same formula, charge and spin: 0.00 kcal/mol

The geometry in XYZ format:
```
7
Properties=species:S:1:pos:R:3:forces:R:3:nbo_charge:R:1
Ag 15.6963 -7.8259 18.1921 -0.73 0.54 -1.59 0.9017
Ag 10.9467 -7.3456 18.2331 0.97 0.08 -1.10 0.9233
Ag 11.6159 -8.1105 14.5994 0.20 0.43 0.22 0.9315
C 13.3898 -6.7216 16.0697 3.55 1.62 -1.01 0.8910
O 12.9192 -5.7489 15.5337 -0.96 2.13 -1.30 -0.7296
O 12.6619 -7.6415 16.5099 -5.32 -5.02 3.35 -1.0354
O 14.6324 -7.0243 16.1323 2.30 0.21 1.42 -0.8824
```
Forces are in eV/Å.

[4]
# C33H53F2N4O20

A 6-piece molecular cluster, C33H53F2N4O20 overall (wB97M-V/def2-TZVPD, OMol25).

## Properties
total charge: +1
Kohn-Sham gap: 7.9 eV

The geometry in XYZ format:
```
112
Properties=species:S:1:pos:R:3:forces:R:3:lowdin_charge:R:1
C -3.8298 1.6778 -3.4463 0.85 0.47 0.22 -0.1092
C -2.7964 2.8927 -3.7553 -0.13 -1.09 0.63 -0.1847
C -1.6704 2.9030 -2.6045 -1.10 -0.54 -0.35 -0.2182
O -0.3884 3.0883 -3.2508 0.91 -1.08 1.30 -0.1461
C 0.7327 2.8264 -2.3915 0.47 3.41 -1.45 -0.1254
N 1.2084 1.4155 -2.3273 0.13 -0.87 1.12 0.0938
C 1.7595 0.8840 -1.2209 1.68 -1.33 2.99 -0.0688
N 2.3957 -0.4502 -1.0843 3.65 2.54 -0.73 0.0846
C 3.4635 -0.8502 -2.0612 -0.79 -2.76 -3.59 -0.1643
O 3.9771 0.2293 -2.8731 -2.79 0.68 1.82 -0.1690
O 5.2588 -0.0374 -3.2725 2.50 -0.24 -0.73 -0.0133
C 3.3043 -0.4264 0.1394 -2.15 1.87 1.88 -0.1475
F 4.5039 0.4018 0.0071 -1.35 -2.23 -1.05 -0.0186
C 2.4375 0.4925 1.1446 5.52 -3.43 0.57 -0.3400
C 3.5318 1.1931 2.1394 0.05 0.62 0.57 -0.0539
O 2.9028 1.5904 3.4169 1.01 1.21 -0.37 -0.1004
C 3.6865 2.5806 4.0717 2.40 -0.07 2.38 -0.4224
C 3.4314 4.1097 3.6905 -0.89 -0.60 0.82 -0.0041
O 4.5234 2.2819 4.9552 -3.32 0.74 -3.46 0.0842
N 1.6842 -0.3047 2.0780 -3.35 1.36 -2.55 0.1252
C 0.7037 -1.0817 1.7095 -1.58 -0.82 1.23 -0.2452
C -0.7240 -0.8313 2.4452 1.41 -0.06 0.62 -0.0318
C 0.6825 -2.3559 0.7477 -0.64 0.45 -0.60 -0.0264
N 1.9060 1.4270 0.1100 -2.89 -0.83 -0.19 0.0674
C 0.8407 2.1706 0.8126 -2.07 3.52 -0.41 -0.1753
C -0.6838 1.8574 0.4037 -0.42 0.78 1.13 -0.0619
C 1.0591 0.6519 -3.6077 -0.87 -1.88 -2.24 -0.2137
C -0.4371 0.0272 -3.7871 0.45 0.63 0.42 0.0106
F 1.4361 1.4486 -4.7610 -0.77 -0.98 2.63 -0.0056
H -4.3973 1.9344 -2.4921 0.42 -0.50 -1.39 0.0780
H -4.5092 1.4408 -4.3353 0.84 0.52 1.44 0.0875
H -3.1924 0.7566 -3.2189 -1.01 1.09 -0.36 0.0546
H -3.3524 3.8876 -3.7821 0.91 -1.36 -0.27 0.1157
H -2.2809 2.6262 -4.7372 -0.65 0.85 1.21 0.1103
H -1.8523 3.7400 -1.8415 0.27 -1.17 -1.00 0.1332
H -1.6734 1.8721 -2.0873 -0.12 1.71 -0.64 0.0914
H 1.6065 3.4013 -2.8914 -1.42 -1.01 0.72 0.1773
H 0.5385 3.3753 -1.4275 0.45 -1.45 -0.51 0.1269
H 4.2907 -1.5129 -1.6052 -1.23 1.58 -0.42 0.1463
H 2.9418 -1.5689 -2.8104 0.87 0.90 1.11 0.1433
H 5.5982 0.8436 -3.5728 -0.61 -0.85 0.49 0.1438
H 3.4522 -1.5265 0.4406 0.46 2.03 -0.31 0.1608
H 4.3354 0.4343 2.4737 -1.23 1.12 -1.10 0.1638
H 3.9674 2.1519 1.7065 -0.31 -1.51 0.15 0.1379
H 2.2924 4.2434 3.5737 1.80 -0.13 -0.25 0.0876
H 4.0163 4.3933 2.7558 -0.90 -0.31 1.23 0.0887
H 3.7268 4.7592 4.5945 -0.13 -1.15 -1.59 0.1031
H -1.5918 -0.7983 1.7019 1.25 -0.36 0.99 0.0663
H -0.6752 0.1750 3.0037 0.10 -1.69 -0.99 0.0755
H -0.8582 -1.6423 3.2494 -0.11 1.01 -1.34 0.1118
H -0.1808 -3.0677 1.0307 1.42 1.27 -0.17 0.1006
H 0.4079 -1.9804 -0.3121 0.60 -0.69 1.53 0.0821
H 1.6561 -2.9550 0.7291 -1.28 1.06 0.01 0.0894
H 0.8723 2.1599 1.9587 0.81 -0.74 -1.84 0.1332
H 1.0072 3.2940 0.5670 -0.23 -1.69 0.41 0.1266
H -1.2900 1.6986 1.3739 0.98 -0.10 -1.65 0.0714
H -0.8322 0.9478 -0.2635 0.18 1.23 0.84 0.0837
H -1.1392 2.8232 -0.0346 0.72 -1.88 0.38 0.0724
H 1.7110 -0.2648 -3.7108 -0.23 1.50 0.87 0.1341
H -0.4045 -0.9801 -4.3285 0.18 1.63 0.58 0.1039
H -0.8311 -0.1925 -2.7289 0.42 0.43 -1.58 0.0891
H -1.0989 0.7769 -4.3411 0.92 -1.20 0.91 0.0810
C -6.2327 -2.1984 1.2345 -0.92 -0.33 -0.03 -0.1130
C -5.0899 -3.0536 1.6883 -0.12 -0.91 0.52 -0.1227
O -3.9530 -2.3505 1.2027 -0.03 0.89 -0.31 0.0606
C -4.3197 -1.0524 1.0511 0.30 0.25 0.12 -0.5602
O -3.5544 -0.1552 0.8164 -0.48 -0.46 -0.08 0.1110
O -5.6610 -0.8959 1.1978 0.88 0.11 -0.17 0.0418
H -7.0785 -2.2325 1.9221 0.11 0.22 -0.07 0.1450
H -6.5802 -2.4601 0.2310 0.04 0.05 0.05 0.1395
H -5.0244 -3.1218 2.7774 0.03 0.10 -0.10 0.1329
H -5.1319 -4.0610 1.2720 0.20 0.15 -0.06 0.1394
C -2.9966 2.3869 3.7794 0.36 0.60 -0.38 -0.1326
C -3.7510 2.3971 5.0748 -0.05 0.67 0.63 -0.1217
O -4.5383 1.2168 4.9947 0.25 -0.43 -0.53 0.0800
C -3.9129 0.3763 4.1288 -0.33 -0.84 -0.02 -0.5232
O -4.2180 -0.7692 3.9576 0.21 0.73 0.03 0.1686
O -2.8946 1.0013 3.4802 -0.44 -0.15 0.41 0.0126
H -2.0073 2.8393 3.8690 -0.01 -0.20 -0.06 0.1344
H -3.5426 2.8836 2.9716 0.00 -0.06 0.03 0.1371
H -3.0914 2.3241 5.9443 -0.03 -0.02 -0.07 0.1405
H -4.3829 3.2796 5.1830 -0.09 -0.22 0.04 0.1393
C -7.7984 1.7158 1.1942 0.71 -0.17 0.46 -0.1387
C -8.1022 2.9371 0.3800 0.29 0.73 -0.01 -0.1357
O -9.0595 2.4659 -0.5577 -0.11 -0.43 0.21 0.0650
C -9.6541 1.3699 -0.0085 -1.03 -0.54 -0.46 -0.5450
O -10.6193 0.8284 -0.4601 0.81 0.42 0.36 0.1655
O -9.0064 0.9717 1.1216 -0.23 0.20 -0.38 0.0637
H -7.5523 1.9560 2.2298 -0.16 -0.17 -0.03 0.1364
H -6.9893 1.1180 0.7663 -0.06 0.06 0.03 0.1158
H -8.5534 3.7362 0.9757 0.00 -0.05 -0.03 0.1353
H -7.2202 3.3295 -0.1286 -0.19 -0.04 -0.12 0.1312
C 5.4496 -3.6785 -4.1738 0.17 0.76 -0.31 -0.1413
C 6.1557 -4.9645 -4.4819 0.64 -0.18 -0.58 -0.1259
O 5.6970 -5.8352 -3.4562 -0.50 0.35 0.26 0.0689
C 4.5031 -5.3500 -3.0210 -0.62 -0.89 0.71 -0.5535
O 3.7667 -5.9321 -2.2803 0.55 0.59 -0.52 0.1648
O 4.2533 -4.1139 -3.5384 0.07 -0.29 0.15 0.0378
H 5.2243 -3.1005 -5.0711 -0.14 -0.03 0.16 0.1382
H 6.0112 -3.0485 -3.4772 -0.01 -0.03 -0.04 0.1247
H 5.8678 -5.3784 -5.4524 -0.01 0.03 0.08 0.1400
H 7.2412 -4.8625 -4.4484 -0.11 -0.17 0.11 0.1391
C 6.1559 -2.6138 0.8658 0.32 0.85 -0.26 -0.1422
C 6.8677 -3.9012 0.5802 0.64 -0.25 -0.48 -0.1210
O 6.3885 -4.7628 1.6032 -0.54 0.44 0.14 0.0809
C 5.1861 -4.2719 2.0116 -0.64 -1.10 0.91 -0.5347
O 4.4344 -4.8452 2.7409 0.56 0.61 -0.66 0.1765
O 4.9500 -3.0371 1.4781 -0.10 -0.32 0.01 0.0259
H 5.9484 -2.0438 -0.0418 -0.09 0.02 0.13 0.1134
H 6.7045 -1.9790 1.5674 -0.02 -0.03 -0.05 0.1430
H 6.5979 -4.3227 -0.3932 -0.02 -0.01 0.05 0.1302
H 7.9525 -3.7991 0.6330 -0.12 -0.16 0.12 0.1413
```
Forces are in eV/Å.

[5]
# C3H9NO4

A 3-piece molecular cluster, C3H9NO4 overall (wB97M-V/def2-TZVPD, OMol25).

## Properties
SMILES: CC(=O)NC=O.O.O
total charge: 0
Kohn-Sham gap: 11.2 eV
energy above the lowest of the compared OMol25 structures with the same formula, charge and spin: 12.30 kcal/mol

The geometry in XYZ format:
```
17
Properties=species:S:1:pos:R:3:forces:R:3:nbo_charge:R:1
C 1.7703 -0.8160 -1.0382 0.67 -1.14 -2.26 -0.7592
C 0.8999 0.2064 -0.3820 0.47 -1.53 0.34 0.6911
O -0.2905 0.0399 -0.2950 -0.11 0.61 0.08 -0.5596
N 1.5605 1.2669 0.2192 -0.79 0.58 0.00 -0.6569
C 2.7692 1.8101 -0.1601 1.59 0.07 0.26 0.5308
O 3.0508 2.9745 -0.0812 -0.65 0.45 0.20 -0.5387
H 2.8087 -0.9486 -0.7446 -0.10 0.38 0.50 0.2311
H 1.3517 -1.8193 -1.1632 -0.53 0.18 1.15 0.2596
H 1.8326 -0.6722 -2.1326 0.09 0.93 0.24 0.2510
H 0.9357 1.9246 0.6759 0.01 0.08 -0.19 0.4215
H 3.6048 1.1410 -0.4158 -0.64 -0.60 -0.34 0.1292
O -3.5282 -0.6055 5.8873 0.07 -0.17 -0.45 -0.9280
H -3.5519 -0.7439 4.9336 0.21 -0.30 0.03 0.4647
H -4.0610 0.1816 5.9610 -0.28 0.47 0.42 0.4633
O -3.4141 -1.5014 -3.8595 0.47 -0.02 0.69 -0.9253
H -2.8985 -1.5047 -3.0394 -0.49 -0.34 0.17 0.4651
H -2.8399 -0.9335 -4.3653 0.02 0.37 -0.84 0.4602
```
Forces are in eV/Å.

[6]
# C4H15N2O

A 2-piece molecular cluster, C4H15N2O overall (wB97M-V/def2-TZVPD, OMol25).

## Properties
total charge: +1
Kohn-Sham gap: 10.0 eV
energy above the lowest of the compared OMol25 structures with the same formula, charge and spin: 40.64 kcal/mol

The geometry in XYZ format:
```
22
Properties=species:S:1:pos:R:3:forces:R:3:nbo_charge:R:1
C 0.2486 -1.1130 1.2617 -1.99 1.20 0.28 -0.2359
N -0.4517 -2.3107 0.9207 -0.20 -1.36 -0.65 -0.8082
C 0.2527 -0.0637 0.1050 1.43 -0.80 -0.58 -0.0890
N 0.2276 1.4068 0.6569 0.31 -0.85 -0.82 -0.5146
C 0.3642 2.5205 -0.3924 0.40 -1.61 0.22 -0.4051
C 1.5379 -0.3303 -0.7099 -0.83 1.22 -0.30 -0.6384
H 1.2307 -1.3801 1.6646 -0.11 0.42 -0.20 0.2250
H -0.3830 -0.6602 2.0533 0.59 -0.13 0.21 0.1839
H 0.0273 -2.9993 0.3536 0.67 0.15 0.30 0.3717
H -1.2939 -2.1710 0.3894 -0.26 0.46 0.29 0.3489
H -0.5974 -0.2140 -0.6209 0.68 0.55 1.37 0.2807
H 0.9782 1.3734 1.3507 -0.14 0.69 0.03 0.4312
H -0.6647 1.5710 1.1231 0.13 -0.22 0.27 0.4353
H 0.4806 3.4728 0.0918 -0.41 0.32 0.21 0.2437
H -0.5106 2.3789 -1.0210 -0.05 0.54 0.01 0.2353
H 1.2548 2.3357 -0.9905 -0.12 0.07 0.17 0.2303
H 1.2444 -1.1864 -1.3137 0.38 0.20 -0.50 0.2465
H 2.4690 -0.5935 -0.2063 -0.30 0.21 0.50 0.2308
H 1.6917 0.5976 -1.2835 0.39 -1.04 -0.57 0.2061
H -2.8272 -1.4003 -0.5675 -0.26 0.12 -0.09 0.4826
H -2.8053 -0.6304 -1.8844 -0.11 0.02 -0.05 0.4955
O -2.4737 -0.6038 -0.9806 -0.20 -0.14 -0.08 -0.9563
```
Forces are in eV/Å.